Version one
Molecular formula: C2H4N4O2
Method: DFT, ωB97M-V/def2-TZVPD

## Properties
**SMILES**: [H]/N=c1\nc(O)[nH]n1O
**Frontier orbital gap**: 10.0 eV

Positions of all 12 atoms, in Å:
H: 1.711 2.036 0.540
N: 1.847 1.180 -0.037
C: 0.786 0.760 -0.251
N: -0.584 1.223 -0.026
C: -1.270 0.086 -0.154
O: -2.555 0.140 0.400
N: -0.556 -1.057 -0.281
N: 0.761 -0.666 -0.519
O: 1.637 -1.275 0.542
H: -2.858 -0.770 0.358
H: -0.576 -1.562 -1.386
H: 1.702 -0.460 1.426

Now the Löwdin charges, all in e: 0.11, 0.17, -0.53, 0.20, -0.42, 0.09, 0.05, -0.14, -0.12, 0.10, 0.26, 0.23

Version two
Molecular formula: C2H4N4O2
Method: DFT, ωB97M-V/def2-TZVPD

## Properties
**SMILES**: Nc1nc(=O)on1N
**Frontier orbital gap**: 10.1 eV

Positions of all 12 atoms, in Å:
N: 1.351 -1.223 0.026
C: 0.044 -0.658 -0.145
N: -1.102 -1.214 -0.194
C: -2.018 -0.159 0.011
O: -3.143 -0.240 0.225
O: -1.310 1.051 -0.507
N: -0.114 0.647 -0.588
N: 0.546 1.617 0.309
H: 1.357 -2.268 -0.206
H: 2.115 -0.516 -0.137
H: 0.836 1.101 1.259
H: 1.437 1.863 -0.052

Now the Löwdin charges, all in e: 0.13, -0.42, 0.20, -0.46, 0.19, 0.03, -0.20, 0.09, 0.14, 0.11, 0.14, 0.05

Most stable: version two (next structure +0.0829 hartree)

Version one
Molecular formula: C5H11NO
Method: DFT, ωB97M-V/def2-TZVPD

## Properties
**Charge**: +1
**Frontier orbital gap (alpha / beta)**: 8.1 / 5.1 eV
**2S+1**: 2
**Expectation value of S²**: 0.784

Positions of all 18 atoms, in Å:
N: -2.426 -1.212 1.444
C: -1.192 -0.849 0.730
C: 0.352 2.052 -2.954
C: -0.363 1.866 -1.802
C: -0.306 0.754 -0.922
C: -1.376 0.281 -0.257
H: -2.686 -0.659 2.246
H: -3.185 -1.374 0.797
H: -0.993 -1.774 0.187
H: -0.440 -0.498 1.449
H: 0.258 2.711 -3.791
H: 1.173 1.341 -3.092
H: -1.163 2.526 -1.468
H: 0.670 0.273 -0.988
H: -2.360 0.717 -0.255
H: 4.283 -1.602 1.784
H: 4.410 -2.852 2.722
O: 4.287 -1.902 2.705

Now the Löwdin charges, all in e: 0.00, -0.21, 0.20, -0.07, -0.04, 0.06, 0.08, 0.08, 0.14, 0.15, 0.10, 0.10, 0.13, 0.15, 0.14, 0.03, 0.03, -0.06

Version two
Molecular formula: C5H11NO
Method: DFT, ωB97M-V/def2-TZVPD

## Properties
**Charge**: +1
**Frontier orbital gap (alpha / beta)**: 8.5 / 4.8 eV
**2S+1**: 2
**Expectation value of S²**: 0.759

Positions of all 18 atoms, in Å:
C: 0.940 -1.228 1.232
O: 0.056 -1.670 2.261
C: 0.754 0.287 0.971
C: -0.620 0.687 0.454
C: -1.091 0.111 -0.865
C: 0.055 1.534 -2.513
N: -0.111 0.464 -1.912
H: 0.712 -1.739 0.296
H: 1.916 -1.300 1.700
H: -0.779 -1.941 1.869
H: 1.587 0.534 0.295
H: 1.025 0.836 1.875
H: -0.577 1.765 0.257
H: -1.272 0.500 1.310
H: -2.075 0.426 -1.202
H: -1.114 -0.980 -0.830
H: 0.754 1.408 -3.354
H: -0.485 2.468 -2.378

Now the Löwdin charges, all in e: -0.23, -0.05, -0.19, -0.17, -0.12, 0.15, 0.21, 0.11, 0.13, 0.08, 0.11, 0.13, 0.12, 0.14, 0.15, 0.14, 0.15, 0.15

Version three
Molecular formula: C5H11NO
Method: DFT, ωB97M-V/def2-TZVPD

## Properties
**Charge**: +1
**Frontier orbital gap (alpha / beta)**: 12.0 / 7.7 eV
**2S+1**: 2
**Expectation value of S²**: 0.759

Positions of all 18 atoms, in Å:
C: 0.533 -1.352 2.107
C: 0.142 -1.179 0.670
N: -0.833 -0.194 0.397
C: -0.649 1.238 0.368
C: 0.308 1.634 -0.839
C: -0.126 1.108 -2.164
O: 0.598 -1.715 -0.298
H: 1.003 -0.425 2.457
H: -0.233 -1.673 2.811
H: 1.371 -2.063 2.069
H: -1.581 -0.512 -0.227
H: -1.604 1.741 0.375
H: -0.116 1.577 1.262
H: 0.152 2.716 -0.693
H: 1.366 1.522 -0.606
H: -1.118 1.492 -2.447
H: -0.128 0.026 -2.175
H: 0.465 1.568 -2.960

Now the Löwdin charges, all in e: 0.05, -0.44, 0.22, -0.10, -0.18, -0.09, 0.22, 0.10, 0.11, 0.11, 0.19, 0.14, 0.14, 0.13, 0.12, 0.10, 0.07, 0.10

Most stable: version three (next structure +0.0512 hartree)

Version one
Molecular formula: C3H11O3
Method: DFT, ωB97M-V/def2-TZVPD

## Properties
**Charge**: -1
**Frontier orbital gap**: 7.9 eV

Positions of all 17 atoms, in Å:
C: 0.257 0.617 -0.056
O: -1.013 0.177 -0.343
C: 0.780 0.098 1.280
C: 2.250 -0.348 1.259
H: 0.245 1.708 -0.133
H: 0.980 0.402 -0.874
H: 0.082 -0.671 1.625
H: 0.707 0.897 2.033
H: 2.671 -0.353 2.259
H: 2.789 0.354 0.618
H: 2.367 -1.319 0.767
H: -3.138 1.359 -1.972
H: -2.303 0.873 -0.706
O: -3.195 1.278 -1.016
H: -1.630 -2.251 -1.336
H: -0.846 -0.975 -1.461
O: -1.002 -1.847 -1.944

Now the Löwdin charges, all in e: -0.42, -0.34, -0.25, -0.14, 0.09, 0.09, 0.10, 0.09, 0.05, 0.06, 0.06, -0.01, -0.03, -0.17, 0.00, -0.02, -0.16

Version two
Molecular formula: C3H11O3
Method: DFT, ωB97M-V/def2-TZVPD

## Properties
**Charge**: -1
**Frontier orbital gap**: 8.1 eV

Positions of all 17 atoms, in Å:
C: 0.232 0.739 0.203
O: 0.467 -0.237 1.265
C: -0.118 0.105 -1.119
C: -0.642 1.132 -2.197
H: -0.734 1.314 0.427
H: 1.152 1.436 0.267
H: 0.826 -0.285 -1.444
H: -0.826 -0.714 -0.902
H: -0.947 0.467 -3.023
H: -1.423 1.799 -1.873
H: 0.232 1.877 -2.428
H: -0.654 -0.402 3.868
H: -0.657 -0.356 2.315
O: -1.278 -0.257 3.162
H: 1.132 -1.457 0.695
H: 1.784 -2.905 0.716
O: 1.454 -2.257 0.070

Now the Löwdin charges, all in e: -0.36, -0.38, -0.29, -0.13, 0.11, 0.12, 0.08, 0.12, 0.05, 0.03, 0.09, -0.03, -0.01, -0.19, -0.01, -0.01, -0.20

Version three
Molecular formula: C3H11O3
Method: DFT, ωB97M-V/def2-TZVPD

## Properties
**Charge**: -1
**Frontier orbital gap**: 8.0 eV

Positions of all 17 atoms, in Å:
C: -0.708 0.658 0.296
O: -1.176 -0.033 -0.773
C: 0.781 0.673 0.728
C: 1.765 1.662 0.082
H: -1.028 1.787 0.296
H: -1.335 0.332 1.130
H: 0.628 0.705 1.892
H: 1.215 -0.341 0.622
H: 2.433 1.132 -0.610
H: 1.172 2.417 -0.516
H: 2.348 2.124 0.952
H: -2.906 -1.615 0.579
H: -1.746 -1.108 -0.484
O: -2.424 -1.957 -0.139
H: 0.446 -1.399 -0.987
H: -0.131 -2.752 -1.618
O: 0.665 -2.286 -1.449

Now the Löwdin charges, all in e: -0.45, -0.26, -0.28, -0.13, 0.11, 0.08, 0.12, 0.09, 0.05, 0.07, 0.07, -0.08, -0.06, -0.24, 0.04, -0.01, -0.11

Version four
Molecular formula: C3H11O3
Method: DFT, ωB97M-V/def2-TZVPD

## Properties
**Charge**: -1
**Frontier orbital gap**: 7.8 eV

Positions of all 17 atoms, in Å:
C: -0.137 0.077 -0.426
O: 0.997 0.144 0.334
C: -1.315 -0.540 0.353
C: -2.619 0.251 0.030
H: -0.412 1.127 -0.714
H: -0.222 -0.473 -1.397
H: -1.550 -1.554 0.016
H: -1.348 -0.510 1.446
H: -2.559 0.665 -0.979
H: -3.515 -0.397 -0.122
H: -2.931 0.970 0.786
H: 3.104 -0.510 1.726
H: 2.011 0.453 1.526
O: 2.763 0.289 2.178
H: 2.190 0.372 -0.984
H: 2.818 -0.656 -1.937
O: 2.723 0.291 -1.836

Now the Löwdin charges, all in e: -0.45, -0.34, -0.25, -0.16, 0.09, 0.10, 0.08, 0.09, 0.05, 0.05, 0.05, 0.01, -0.02, -0.17, 0.00, 0.00, -0.13

Most stable: version one (next structure +0.0166 hartree)

Version one
Molecular formula: C3H4O2
Method: DFT, ωB97M-V/def2-TZVPD

## Properties
**SMILES**: CC(=O)C=O
**Frontier orbital gap**: 9.5 eV

Positions of all 9 atoms, in Å:
C: -0.625 0.748 -0.656
C: 0.555 -0.061 -0.395
O: 1.331 -0.551 -1.187
C: 0.496 -0.641 1.048
O: -0.161 -0.198 1.956
H: -0.994 -0.363 -0.512
H: -0.652 1.380 -1.565
H: -1.105 1.206 0.202
H: 1.155 -1.519 1.109

Now the Löwdin charges, all in e: 0.03, -0.49, 0.08, -0.18, 0.08, 0.16, 0.11, 0.08, 0.13

Version two
Molecular formula: C3H4O2
Method: DFT, ωB97M-V/def2-TZVPD

## Properties
**Frontier orbital gap**: 8.2 eV

Positions of all 9 atoms, in Å:
C: -1.663 -0.716 -0.433
C: -0.416 -0.162 -0.268
C: 1.572 0.659 0.660
O: -1.419 0.584 -0.988
O: -0.548 -1.341 -1.090
H: -2.538 -1.137 -0.009
H: 2.172 0.549 -0.219
H: 1.647 -0.071 1.439
H: 1.194 1.634 0.907

Now the Löwdin charges, all in e: -0.23, -0.20, 0.22, 0.00, 0.00, 0.14, 0.02, 0.02, 0.02

Most stable: version one (next structure +0.1993 hartree)